(1)
{
  "formula": "CH3NOS",
  "method": "ωB97M-V with the def2-TZVPD basis set",
  "mol_weight_g_mol": 77.11,
  "e_above_lowest_kcal_mol": 107.5,
  "orbital_gap_ev": [7.380, 7.384],
  "total_charge": 0,
  "e_tot_ev": -15454.14570,
  "symbols": ["H", "N", "C", "H", "H", "S", "O"],
  "xyz": [[1.48, 1.01, -1.25], [0.86, 0.63, -0.58], [0.58, -0.54, -0.74], [-0.92, 0.83, 1.63], [0.85, -1.36, -1.28], [-1.33, -1.10, 1.21], [-1.53, 0.54, 1.01]],
  "lowdin_charge": [0.06, 0.09, -0.08, -0.06, 0.03, 0.56, -0.61]
}

(2)
{
  "formula": "C28H60N4O12S4",
  "method": "ωB97M-V with the def2-TZVPD basis set",
  "mol_weight_g_mol": 773.07,
  "e_above_lowest_kcal_mol": 0.0,
  "orbital_gap_ev": 9.946,
  "total_charge": 0,
  "e_tot_ev": -103881.73799,
  "smiles": "O=S1(=O)CCCC1.O=S1(=O)CCCC1.O=S1(=O)CCCC1.O=S1(=O)CCCC1.CNC(C)=O.CNC(C)=O.CNC(C)=O.CNC(C)=O",
  "symbols": ["H", "H", "N", "H", "H", "H", "H", "C", "H", "H", "C", "C", "C", "H", "H", "O", "H", "C", "C", "H", "O", "C", "H", "C", "H", "C", "C", "C", "H", "H", "C", "H", "C", "H", "H", "H", "H", "H", "C", "S", "C", "C", "N", "C", "H", "H", "H", "H", "H", "H", "H", "H", "S", "N", "C", "O", "O", "H", "H", "H", "O", "S", "C", "H", "H", "H", "H", "C", "C", "H", "H", "O", "H", "C", "O", "H", "C", "H", "H", "H", "C", "O", "H", "O", "H", "H", "H", "O", "H", "H", "H", "C", "H", "H", "H", "O", "C", "O", "H", "H", "N", "C", "H", "H", "H", "C", "S", "H"],
  "xyz": [[4.11, -4.13, -3.27], [-4.13, 5.74, 1.92], [3.80, -3.48, -1.34], [3.97, 0.63, 3.00], [-0.20, -7.13, -1.26], [3.03, 4.53, 3.30], [3.78, 4.72, 0.98], [1.46, -5.82, -0.65], [-0.06, 0.55, -2.87], [-3.05, -0.21, -5.05], [-0.24, -6.66, 0.87], [-2.93, 0.63, 0.35], [0.94, -0.67, -1.48], [4.24, -5.29, 1.24], [2.72, -0.81, 1.72], [0.79, 5.23, -0.08], [0.90, -2.29, -6.04], [-4.15, -0.67, 2.08], [-3.83, 4.80, 1.45], [-1.40, -0.96, 0.36], [0.01, -3.63, -1.24], [4.43, -4.53, -0.75], [-5.16, 3.09, 0.85], [-0.14, 1.51, -1.07], [2.01, -0.45, -1.35], [2.76, 3.69, 2.66], [-4.21, 0.56, 1.20], [1.88, -0.65, 2.40], [0.40, -6.88, 1.73], [-5.12, -1.03, 2.41], [3.53, -3.37, -2.75], [1.27, -0.91, -7.06], [2.28, -0.25, 3.78], [-1.88, 0.81, -4.24], [1.05, 3.01, 3.84], [-3.88, 6.53, -0.64], [1.17, 0.06, 1.96], [1.33, -1.60, 2.38], [1.18, -1.24, -6.03], [1.52, 5.39, 1.14], [-0.95, 2.60, -1.72], [-2.73, 5.08, 0.42], [-1.07, -0.85, -5.22], [-0.65, -5.20, 0.78], [-2.00, 2.33, -1.60], [-0.94, -4.68, 1.69], [2.16, -1.15, -5.55], [3.32, 1.55, 5.61], [4.16, -3.51, 1.15], [-3.13, 1.15, -0.59], [2.68, 3.39, 0.50], [0.79, -1.46, -2.21], [0.62, -4.33, -0.14], [3.46, 0.42, 3.84], [2.86, 4.19, 1.21], [-4.44, -2.51, 0.22], [-4.29, 3.23, -1.62], [4.96, 1.45, 4.85], [-4.38, 1.46, 1.79], [0.45, 5.43, 3.26], [0.54, 0.70, -4.80], [-3.41, -1.92, 1.04], [0.21, -0.37, -5.28], [2.24, -5.98, 0.11], [-0.78, 2.73, -2.79], [2.04, -5.72, -1.56], [-2.13, 1.18, 0.84], [-2.13, -0.22, -4.47], [-3.44, 5.55, -0.83], [-1.08, -7.34, 0.96], [0.63, -0.97, -0.48], [1.64, -0.50, 4.79], [1.03, -7.93, -0.38], [-5.05, 4.17, 0.78], [-2.55, -2.78, 1.81], [0.97, 2.62, 2.12], [0.51, -6.98, -0.43], [-2.47, -1.09, -0.97], [-2.34, -0.74, -3.54], [-5.97, 4.68, 1.03], [4.04, 0.93, 5.08], [-5.93, 5.11, -1.60], [-1.53, -5.19, 0.12], [1.49, -3.58, 0.73], [-3.50, -0.57, 2.95], [-0.69, 3.52, -1.19], [-1.21, -1.80, -5.52], [0.10, 1.50, 0.13], [4.31, 0.10, 5.73], [5.70, -4.37, 0.96], [-2.13, 4.17, 0.27], [-2.44, -0.79, 0.07], [-3.48, 4.16, 2.27], [2.46, -3.45, -2.97], [3.88, -2.40, -3.10], [2.04, 6.66, 1.55], [4.64, -4.40, 0.74], [4.88, -5.47, -1.38], [3.58, -2.67, -0.79], [-2.87, 5.57, -1.75], [0.21, 0.50, -1.89], [1.27, 3.39, 2.84], [-5.04, 0.45, 0.50], [-1.96, 5.78, 0.76], [-0.44, 4.46, 2.04], [0.53, 4.67, 2.49], [-4.82, 4.43, -1.01], [3.39, 2.83, 2.87]],
  "lowdin_charge": [0.09, 0.12, 0.01, 0.11, 0.12, 0.12, 0.11, -0.23, 0.07, 0.09, -0.21, -0.20, -0.06, 0.08, 0.07, -0.32, 0.08, -0.22, -0.20, 0.09, -0.33, -0.58, 0.07, -0.53, 0.09, -0.21, -0.22, 0.00, 0.12, 0.11, -0.07, 0.09, -0.56, 0.08, 0.12, 0.11, 0.07, 0.07, 0.00, 0.66, 0.02, -0.23, 0.02, -0.22, 0.05, 0.10, 0.08, 0.08, 0.06, 0.08, 0.10, 0.07, 0.67, -0.02, -0.21, -0.31, -0.33, 0.08, 0.10, 0.11, 0.03, 0.66, -0.55, 0.10, 0.09, 0.11, 0.10, -0.06, -0.22, 0.12, 0.06, 0.05, 0.12, -0.20, -0.32, 0.09, -0.21, 0.10, 0.08, 0.10, -0.08, -0.32, 0.11, -0.33, 0.11, 0.06, 0.13, 0.00, 0.08, 0.09, 0.09, -0.21, 0.11, 0.07, 0.08, -0.32, 0.00, 0.04, 0.12, 0.11, 0.04, -0.21, 0.12, 0.11, 0.08, -0.20, 0.67, 0.09]
}

(3)
{
  "formula": "C3H10S",
  "method": "ωB97M-V with the def2-TZVPD basis set",
  "mol_weight_g_mol": 78.18,
  "e_above_lowest_kcal_mol": 40.2,
  "orbital_gap_ev": 10.614,
  "total_charge": 0,
  "e_tot_ev": -14106.59372,
  "smiles": "CCC.S",
  "symbols": ["H", "S", "H", "H", "H", "H", "H", "H", "C", "H", "C", "H", "H", "C"],
  "xyz": [[-1.58, -0.59, -0.64], [0.92, -4.12, 1.11], [0.17, -0.38, -0.39], [0.41, 2.89, 1.03], [0.68, -3.71, -0.27], [1.56, -5.17, 0.94], [-1.75, 1.31, 0.52], [0.75, 1.29, 1.25], [-0.70, 0.12, -0.91], [-0.59, 0.47, -1.92], [-0.85, 1.57, -0.17], [1.32, 1.97, -0.24], [-0.81, 2.37, -0.85], [0.47, 1.98, 0.54]],
  "lowdin_charge": [0.08, 0.46, 0.06, 0.04, -0.13, -0.33, 0.12, 0.03, -0.11, 0.04, -0.28, 0.11, 0.06, -0.14]
}

(4)
{
  "formula": "BrClFN2O",
  "method": "ωB97M-V with the def2-TZVPD basis set",
  "mol_weight_g_mol": 178.37,
  "e_above_lowest_kcal_mol": 1.5,
  "orbital_gap_ev": 7.666,
  "total_charge": -1,
  "e_tot_ev": -90309.11793,
  "symbols": ["N", "O", "Br", "N", "Cl", "F"],
  "xyz": [[-5.05, -0.10, 0.10], [-4.13, 1.96, 0.13], [4.76, 1.17, 0.46], [-4.57, 0.90, 0.06], [4.44, -1.00, -0.08], [4.54, -2.93, -0.67]],
  "lowdin_charge": [0.22, 0.11, -0.20, -0.33, 0.01, -0.80]
}

(5)
{
  "formula": "C37H40EuN5O6STe",
  "method": "ωB97M-V with the def2-TZVPD basis set",
  "mol_weight_g_mol": 962.39,
  "spin_multiplicity": 7,
  "e_above_lowest_kcal_mol": 0.0,
  "orbital_gap_ev": [4.637, 4.652],
  "total_charge": -2,
  "e_tot_ev": -96216.10154,
  "symbols": ["C", "C", "H", "C", "C", "C", "H", "C", "C", "C", "S", "C", "H", "H", "H", "N", "C", "C", "H", "N", "C", "C", "H", "H", "O", "C", "C", "H", "C", "C", "H", "C", "H", "H", "Eu", "H", "H", "H", "N", "H", "C", "H", "H", "C", "O", "H", "H", "O", "H", "H", "C", "H", "H", "C", "Te", "C", "H", "O", "H", "C", "H", "O", "C", "H", "H", "H", "C", "H", "H", "H", "H", "C", "C", "H", "O", "C", "C", "H", "C", "H", "C", "N", "C", "C", "N", "H", "C", "H", "C", "H", "C"],
  "xyz": [[4.78, 2.02, -0.09], [-3.02, -2.30, 1.69], [-1.17, 4.57, -2.42], [1.30, -4.74, -1.90], [-4.27, -2.44, 2.33], [-3.97, 3.55, -2.31], [-3.41, 4.46, -2.57], [0.33, 4.80, -0.15], [-4.78, 3.09, -3.52], [-2.29, -1.14, 2.03], [-0.32, 6.26, -0.23], [1.11, -3.39, -1.66], [6.16, 2.27, -3.74], [-2.90, 1.35, -0.12], [-6.54, -2.72, 3.73], [0.81, 3.72, -0.06], [-2.72, -0.20, 2.99], [3.38, 2.34, -3.53], [8.27, 1.86, -2.61], [-3.03, 2.53, -1.83], [2.43, -0.01, 4.00], [2.60, -5.24, -2.03], [2.85, 0.88, 4.48], [4.36, -2.37, -1.59], [7.96, 1.79, -1.69], [5.80, 2.20, -2.70], [-6.10, -1.75, 3.97], [-1.50, -3.52, 0.72], [2.48, -2.38, 3.61], [-3.97, -0.42, 3.60], [-4.31, 0.30, 4.35], [1.52, -2.28, 2.59], [-5.45, 2.26, -3.28], [0.12, -3.93, 2.36], [1.66, 1.65, -0.97], [-1.67, 1.61, 2.44], [-0.18, 3.40, -3.33], [2.74, -6.29, -2.25], [-0.87, 1.58, -1.75], [-4.13, 2.75, -4.33], [1.46, 0.11, 3.02], [-6.80, -0.96, 3.69], [0.09, -3.00, -1.61], [-1.20, 3.64, -3.00], [3.04, -0.37, -1.38], [-4.64, 3.81, -1.49], [-1.00, 0.83, 3.85], [4.69, 1.75, 2.28], [-1.28, 0.64, -1.73], [2.90, -3.36, 3.83], [6.15, 1.89, -0.29], [-3.11, -4.24, 0.68], [-1.83, 3.80, -3.88], [-1.93, 1.05, 3.34], [-0.46, -0.66, 0.74], [-3.90, 0.16, -1.63], [4.71, -4.79, -2.02], [2.78, 1.58, 1.07], [-2.50, 1.70, 4.01], [4.42, 2.31, -2.43], [-4.51, 1.93, -0.55], [3.82, 2.42, -4.68], [-4.77, -1.54, 3.27], [-5.42, 3.91, -3.92], [-4.89, -3.31, 2.06], [1.80, -4.30, 1.94], [-2.56, -3.29, 0.64], [-5.98, -1.68, 5.05], [0.77, -3.33, 0.86], [-3.02, -0.27, -2.10], [3.65, -1.42, 5.10], [2.90, -1.26, 4.32], [-1.71, 2.52, -2.16], [-4.29, -0.53, -0.88], [2.13, 2.25, -3.15], [2.04, -1.13, -1.20], [1.03, -3.52, 1.90], [6.84, 1.68, 0.53], [2.21, -2.55, -1.51], [0.45, -5.42, -1.98], [-3.59, 1.49, -0.96], [0.82, -0.70, -0.92], [3.50, -3.05, -1.67], [3.69, -4.39, -1.92], [4.01, 2.28, -1.16], [-2.69, -2.91, -0.38], [1.00, -1.01, 2.31], [-4.67, 0.27, -2.41], [4.06, 1.77, 1.20], [1.11, 1.10, 2.75], [6.62, 1.98, -1.60]],
  "lowdin_spin": [0.00, 0.00, 0.00, 0.00, 0.00, 0.00, 0.00, 0.00, 0.00, 0.00, 0.00, 0.00, 0.00, 0.00, 0.00, -0.01, 0.00, 0.00, 0.00, 0.00, 0.00, 0.00, 0.00, 0.00, 0.00, 0.00, 0.00, 0.00, 0.00, 0.00, 0.00, 0.00, 0.00, 0.00, 6.07, 0.00, 0.00, 0.00, -0.01, 0.00, 0.00, 0.00, 0.00, 0.00, -0.01, 0.00, 0.00, 0.00, 0.00, 0.00, 0.00, 0.00, 0.00, 0.00, 0.00, 0.00, 0.00, -0.01, 0.00, 0.00, 0.00, 0.00, 0.00, 0.00, 0.00, 0.00, 0.00, 0.00, 0.00, 0.00, 0.00, 0.00, 0.00, 0.00, -0.01, 0.00, 0.00, 0.00, 0.00, 0.00, 0.00, -0.02, 0.00, 0.00, -0.01, 0.00, 0.00, 0.00, 0.00, 0.00, 0.00]
}

(6)
{
  "formula": "C4H7NS",
  "method": "ωB97M-V with the def2-TZVPD basis set",
  "mol_weight_g_mol": 101.17,
  "e_above_lowest_kcal_mol": 57.5,
  "orbital_gap_ev": 9.707,
  "total_charge": 0,
  "e_tot_ev": -16584.43783,
  "smiles": "C=CC/C=N/S",
  "symbols": ["N", "H", "H", "H", "C", "H", "C", "H", "S", "H", "C", "C", "H"],
  "xyz": [[1.67, -0.38, 0.48], [-0.28, -1.76, 0.74], [-2.51, -0.63, 0.37], [-0.72, -1.79, -0.94], [0.79, -0.37, -0.41], [0.95, 0.50, -1.11], [-0.48, -1.11, -0.15], [-2.35, 1.85, 0.30], [3.18, 0.21, -0.12], [-0.64, 1.68, -0.36], [-1.57, -0.12, 0.16], [-1.57, 1.16, -0.07], [3.52, 0.76, 1.11]],
  "lowdin_charge": [-0.37, 0.13, 0.10, 0.10, -0.37, 0.09, -0.18, 0.07, 0.70, 0.06, -0.20, -0.01, -0.12]
}